{"formula": "C32H51BN11OPS3Zn", "method": "ωB97M-V/def2-TZVPD", "homo_energy_ha": -0.257, "total_charge": 0, "homo_lumo_gap_ev": 7.2662, "molar_mass_g_mol": 809.21, "e_tot_ev": -143345.57284, "species": ["Zn", "S", "S", "S", "P", "O", "N", "N", "N", "N", "N", "N", "N", "N", "N", "N", "N", "C", "C", "C", "C", "C", "C", "C", "C", "C", "C", "C", "C", "C", "C", "C", "C", "C", "C", "C", "C", "C", "C", "C", "C", "C", "C", "C", "C", "C", "C", "C", "C", "B", "H", "H", "H", "H", "H", "H", "H", "H", "H", "H", "H", "H", "H", "H", "H", "H", "H", "H", "H", "H", "H", "H", "H", "H", "H", "H", "H", "H", "H", "H", "H", "H", "H", "H", "H", "H", "H", "H", "H", "H", "H", "H", "H", "H", "H", "H", "H", "H", "H", "H", "H"], "xyz": [[-0.5244, -0.6796, -0.5283], [-3.0388, 2.7067, -1.3326], [-0.1242, 1.8681, -0.9488], [-5.3480, 4.2327, -0.2188], [3.0233, -0.7493, -0.3314], [1.5271, -0.7762, -0.4192], [-3.0016, -2.2475, -0.3243], [3.5596, 0.4070, 0.7230], [-2.8902, 0.0897, 0.5504], [-1.6819, -0.1686, 1.1290], [-1.6980, -2.6334, -0.2310], [-2.7264, 4.2972, 0.5509], [-1.5406, -0.7074, -2.3240], [3.7601, -2.1222, 0.2070], [3.6632, -0.5688, -1.8539], [-1.4882, 3.7014, 0.4236], [-2.8303, -0.4205, -2.0043], [-3.5219, -0.1579, -3.1201], [3.7875, -3.3161, -0.6333], [-1.7062, -3.9539, -0.0982], [5.0579, -0.8488, -2.1677], [-3.0236, -4.4390, -0.1059], [0.8723, -1.6333, -3.6210], [-3.6746, 7.3282, 2.4594], [5.0028, 0.6053, 0.8211], [-3.5952, 6.4093, 1.4239], [-2.6698, -0.2508, -4.1944], [0.4568, -0.7584, 2.9478], [-2.9900, 7.1155, 3.6467], [-0.1570, -0.8316, -4.4074], [-0.6163, 0.2469, 3.3573], [-1.6960, 0.4070, 2.3270], [-0.0425, 1.6160, 3.7393], [-0.4527, -5.4141, 1.4778], [3.1379, 0.5349, -2.6564], [-1.4271, -0.5962, -3.6439], [3.8738, -2.4207, 1.6293], [2.8369, 1.6625, 0.9093], [-3.8054, -3.3167, -0.2569], [0.4043, 0.5102, -4.8905], [-3.7290, 3.8656, -0.2473], [-3.6321, 0.8454, 1.3723], [-2.9081, 1.0898, 2.5128], [0.8160, -3.9960, -0.1543], [-1.4872, 2.8255, -0.5258], [-2.8310, 5.2653, 1.5905], [-2.2044, 5.9799, 3.7910], [-0.4671, -4.7807, 0.0824], [-2.1216, 5.0522, 2.7661], [-3.4151, -0.7835, -0.6163], [-0.2929, 0.9999, -5.5708], [3.0774, 2.0582, 1.8983], [3.7808, 1.4179, -2.5734], [5.4855, -1.5575, -1.4666], [0.8538, -3.5600, -1.1538], [1.3483, 0.3643, -5.4196], [-1.1158, -0.1604, 4.2431], [0.3216, 2.1404, 2.8565], [-1.5083, 4.1676, 2.8575], [3.1154, 2.4057, 0.1565], [-1.3637, -5.9801, 1.6693], [-4.2720, 8.2206, 2.3290], [5.1245, -1.2743, -3.1721], [-1.6499, 5.8157, 4.7056], [3.0939, 0.2386, -3.7054], [0.4772, -2.6162, -3.3562], [-4.5691, 0.0867, -3.0674], [1.7757, -1.7748, -4.2171], [-4.6077, -0.6824, -0.6688], [-0.4400, -1.4164, -5.2886], [-2.8986, -0.0955, -5.2341], [-3.0657, 7.8303, 4.4552], [4.8048, -3.7137, -0.6911], [-3.3467, -5.4617, -0.0217], [0.0064, -1.6949, 2.6123], [5.5375, -0.3304, 0.6779], [-4.8737, -3.2000, -0.3169], [5.2416, 0.9882, 1.8153], [3.1583, -3.1963, 1.9176], [1.0733, -0.3824, 2.1404], [1.1604, -1.1256, -2.7023], [-4.6236, 1.1560, 1.0886], [5.3587, 1.3332, 0.0843], [0.9200, -3.1811, 0.5663], [-4.1201, 6.5779, 0.4954], [3.1450, -4.0919, -0.2129], [1.7680, 1.5167, 0.8285], [4.8802, -2.7830, 1.8550], [0.5676, 1.1811, -4.0463], [5.6609, 0.0648, -2.1494], [-0.3741, -4.6368, 2.2410], [3.4452, -3.0895, -1.6402], [0.7806, 1.5051, 4.4479], [3.6792, -1.5319, 2.2226], [-3.2198, 1.6483, 3.3780], [-0.5173, -5.5904, -0.6538], [1.1062, -0.9760, 3.7976], [0.3980, -6.0894, 1.5851], [1.6676, -4.6699, -0.0415], [2.1384, 0.8123, -2.3387], [-0.8055, 2.2427, 4.2023]], "lowdin_charge": [0.583, 0.993, 0.595, 0.553, 0.562, -0.341, -0.019, -0.294, -0.036, 0.050, 0.092, -0.145, 0.042, -0.292, -0.283, 0.026, -0.043, -0.087, -0.107, -0.273, -0.108, -0.012, -0.074, -0.079, -0.105, -0.047, 0.003, -0.065, -0.096, -0.347, -0.347, -0.256, -0.054, -0.058, -0.104, -0.262, -0.088, -0.115, -0.059, -0.058, -1.112, -0.079, 0.005, -0.088, -1.071, -0.209, -0.084, -0.354, -0.020, -0.541, 0.080, 0.090, 0.094, 0.065, 0.073, 0.074, 0.142, 0.074, 0.087, 0.088, 0.074, 0.103, 0.092, 0.100, 0.078, 0.081, 0.128, 0.084, 0.129, 0.139, 0.109, 0.099, 0.091, 0.103, 0.072, 0.071, 0.123, 0.090, 0.084, 0.043, 0.025, 0.123, 0.087, 0.066, 0.081, 0.043, -0.007, 0.089, 0.060, 0.083, 0.082, 0.088, 0.079, 0.074, 0.113, 0.142, 0.083, 0.077, 0.060, 0.030, 0.068]}


{"formula": "C4H6N2S2", "method": "ωB97M-V/def2-TZVPD", "homo_energy_ha": -0.314, "total_charge": 0, "homo_lumo_gap_ev": 8.0950, "molar_mass_g_mol": 146.24, "e_tot_ev": -28888.84266, "species": ["S", "S", "N", "N", "C", "C", "C", "C", "H", "H", "H", "H", "H", "H"], "xyz": [[0.5592, -0.2519, 2.7578], [2.4688, 1.6957, 0.5695], [-0.7832, -1.5313, 0.0164], [-0.2817, -0.2906, 0.1187], [-1.1943, -1.8561, -1.1225], [0.7365, 1.3664, 0.4584], [0.3715, 0.1236, 1.1045], [-0.3303, 0.9357, -0.8217], [-1.1929, -1.2495, -1.9448], [0.1066, 2.1740, 1.1979], [-1.3560, -3.0266, -1.2912], [2.4542, -0.0947, 1.6756], [-1.4082, 1.4595, -0.7755], [-0.1501, 0.5458, -1.9430]], "lowdin_charge": [0.626, 0.544, 0.055, -0.189, -0.007, -0.782, -0.966, 0.013, 0.023, 0.156, 0.129, 0.124, 0.145, 0.130]}


{"formula": "C23H27BBr57O3", "method": "ωB97M-V/def2-TZVPD", "homo_energy_ha": -0.179, "total_charge": -1, "homo_lumo_gap_ev": 5.2832, "molar_mass_g_mol": 4916.81, "e_tot_ev": -4023523.43504, "species": ["Br", "Br", "Br", "Br", "Br", "Br", "Br", "Br", "Br", "Br", "Br", "Br", "Br", "Br", "Br", "Br", "Br", "Br", "Br", "Br", "Br", "Br", "Br", "Br", "Br", "Br", "Br", "Br", "Br", "Br", "Br", "Br", "Br", "Br", "Br", "Br", "Br", "Br", "Br", "Br", "Br", "Br", "Br", "Br", "Br", "Br", "Br", "Br", "Br", "Br", "Br", "Br", "Br", "Br", "Br", "Br", "Br", "O", "O", "O", "C", "C", "C", "C", "C", "C", "C", "C", "C", "C", "C", "C", "C", "C", "C", "C", "C", "C", "C", "C", "C", "C", "C", "B", "H", "H", "H", "H", "H", "H", "H", "H", "H", "H", "H", "H", "H", "H", "H", "H", "H", "H", "H", "H", "H", "H", "H", "H", "H", "H", "H"], "xyz": [[12.7789, 2.1634, -1.4652], [-0.7951, 3.5601, 3.0180], [4.6860, -3.1454, -10.8498], [-5.6906, 0.6206, 1.3923], [-11.0335, 11.8873, 0.5471], [8.8699, -4.4695, 6.8075], [4.6216, -1.3770, -0.7711], [10.5139, -2.9607, 4.7679], [4.8502, -4.1581, -6.3847], [-1.8976, 1.6910, 0.6663], [7.4182, -7.3231, 6.7847], [-14.8097, -3.9438, -0.3159], [-7.9594, -3.6202, -0.0684], [-9.7845, 8.9448, 0.4924], [1.3643, -0.4324, 7.1200], [3.1408, 1.5078, 5.3011], [-8.7401, -0.5326, -0.4655], [-10.9854, -2.7888, -0.6913], [2.8704, -5.0068, -12.7145], [-12.1927, 6.1238, 1.5028], [-3.4514, -1.5663, -4.4769], [-0.0896, 0.4456, 2.9857], [1.0690, 1.9726, -12.4550], [9.8801, 0.8028, -1.5117], [-15.7440, -1.1217, -1.4717], [-15.9492, 2.9151, -2.6242], [0.8975, -2.0058, -1.9765], [2.4788, 0.5903, 0.5554], [4.2000, -6.5039, -8.4639], [4.1445, 1.5293, -2.0161], [1.8209, -4.7410, -7.2547], [-10.8958, 3.9815, -0.4859], [-13.1280, 6.0107, -1.5572], [-18.0408, 4.8667, -1.1948], [-6.3050, -1.0547, -3.1278], [11.0180, 1.1025, 10.2302], [12.9232, -4.7639, 3.5902], [-4.7065, -2.1621, 2.6267], [-16.3834, 5.8817, -3.7364], [-6.2174, 3.7788, 2.0699], [-11.6080, 9.8607, 2.9538], [13.5414, -2.3196, 5.5738], [-3.8219, -1.3281, -0.3309], [1.8953, -4.7808, -0.7389], [0.4168, 0.8205, -9.5420], [-13.9385, -3.0615, -3.2702], [0.3815, 2.5549, 6.5364], [-5.6975, 0.0764, -6.0579], [6.6462, -5.1216, 4.5962], [1.5048, -2.8051, -10.8411], [2.7757, -3.9350, -3.6983], [8.2442, 2.2062, 9.0653], [-8.0452, 1.9060, 3.9264], [3.3052, 0.3606, -10.8344], [11.9109, 0.1685, 0.8895], [-9.0196, 4.8518, 3.1590], [9.8449, -0.0617, 7.4698], [9.3389, -1.0473, 5.2431], [8.2470, -1.4462, 0.9859], [6.9661, -0.0896, 2.2996], [9.9836, 1.4763, 8.6323], [1.9066, 1.3911, 6.7811], [-5.1990, -1.2119, 1.0186], [-4.9577, -0.3670, -4.3289], [3.0582, -3.2727, -11.8856], [-1.3935, 1.7903, 2.5275], [1.7780, 1.5359, -10.7111], [1.3981, -3.8329, -2.3479], [6.9042, -1.3408, 2.9479], [3.6744, -4.7680, -7.7940], [-16.3817, 4.7425, -2.1764], [-9.1228, -2.3617, -0.9621], [-15.2976, -2.9508, -1.9003], [4.1510, 0.4546, -0.4072], [8.2777, -0.5149, 4.9848], [11.7283, 0.6074, -0.9867], [8.0452, -5.8346, 5.7182], [12.3633, -3.0022, 4.1995], [7.0412, -1.3061, 4.5031], [-7.5006, 3.7118, 3.5172], [-11.6681, 5.7425, -0.3168], [7.9584, -2.2519, 2.1123], [-11.2706, 10.0413, 1.0609], [8.2835, -0.1016, 1.6054], [-10.8956, 6.4561, -0.5791], [8.1575, 0.5970, 5.0691], [-16.1894, -3.4145, -2.3039], [12.4496, -2.3362, 3.3486], [12.1293, -0.2287, -1.5456], [3.7760, -4.0652, -8.6149], [-15.5970, 5.1023, -1.5211], [10.5191, 2.2414, 8.0833], [3.1347, -2.5448, -12.6849], [8.5885, 0.8401, 0.9419], [-7.0070, 4.1017, 4.3991], [9.1365, -0.2404, 2.4933], [-2.2827, 1.5810, 3.1108], [-6.0791, -1.7012, 0.6179], [8.8551, -2.4804, 2.7313], [5.8833, -1.7512, 2.7254], [8.8149, -6.2188, 5.0584], [2.4319, 1.7361, 7.6631], [4.9244, 0.8553, 0.2417], [-8.9255, -2.4469, -2.0246], [-4.5884, 0.5546, -3.8951], [7.1436, -2.3209, 4.9446], [-12.1508, 9.6769, 0.5442], [0.5223, -4.3275, -2.7494], [6.1476, -0.7655, 4.8907], [7.5824, -3.2458, 1.7667], [2.1240, 2.4614, -10.2674]], "lowdin_charge": [0.522, 0.553, 0.606, 0.471, 0.575, 0.554, 0.581, 0.733, 0.559, 0.541, 0.549, 0.556, 0.619, 0.583, 0.556, 0.571, 0.558, 0.563, 0.580, 0.540, 0.566, 0.541, 0.561, 0.626, 0.557, 0.555, 0.542, 0.511, 0.558, 0.549, 0.541, 0.582, 0.623, 0.569, 0.544, 0.528, 0.519, 0.579, 0.556, 0.545, 0.560, 0.550, 0.530, 0.565, 0.562, 0.552, 0.531, 0.568, 0.617, 0.547, 0.519, 0.540, 0.567, 0.552, 0.606, 0.544, 0.777, -0.487, -0.128, -0.094, -1.597, -1.624, -1.607, -1.620, -1.605, -1.600, -1.616, -1.614, -0.321, -1.632, -1.666, -1.613, -1.627, -1.594, -0.287, -1.603, -1.598, -1.543, -0.079, -1.600, -1.613, -0.196, -1.629, -0.722, -0.080, 0.131, -0.031, -0.041, -0.035, -0.139, -0.126, -0.030, -0.033, 0.010, -0.027, 0.065, -0.029, -0.130, 0.044, 0.134, -0.025, -0.033, -0.027, -0.047, -0.025, 0.055, -0.031, -0.034, 0.112, 0.108, -0.029]}